1 | {"formula": "C4H11NS", "method": "wB97M-V/def2-TZVPD", "symbols": ["C", "C", "N", "H", "H", "H", "H", "H", "C", "S", "C", "H", "H", "H", "H", "H", "H"], "positions_angstrom": [[2.445, -3.491, 1.997], [2.939, -2.816, 0.973], [2.764, -3.228, -0.355], [1.608, -4.185, 1.927], [2.756, -3.410, 3.026], [3.563, -1.928, 1.035], [1.810, -3.516, -0.542], [3.131, -2.637, -1.083], [-3.135, 3.779, -0.215], [-1.677, 2.801, 0.271], [-1.467, 1.831, -1.234], [-4.010, 3.493, 0.372], [-3.370, 3.506, -1.238], [-2.891, 4.822, -0.031], [-0.526, 1.355, -1.514], [-2.273, 1.096, -1.341], [-1.668, 2.528, -2.050]], "nbo_charge": [-0.5122, 0.0057, -0.8227, 0.1895, 0.2065, 0.1889, 0.3716, 0.3728, -0.7347, 0.1736, -0.7574, 0.2182, 0.2197, 0.2265, 0.2381, 0.2075, 0.2084], "homo_lumo_gap_ev": 9.037}

---

2 | {"formula": "C4H11NS", "method": "wB97M-V/def2-TZVPD", "symbols": ["C", "C", "C", "C", "N", "S", "H", "H", "H", "H", "H", "H", "H", "H", "H", "H", "H"], "positions_angstrom": [[-2.207, 0.470, -0.169], [0.439, -1.203, -1.222], [-1.025, 0.550, 0.806], [0.791, -0.570, 0.091], [1.789, 0.449, 0.176], [3.173, 0.343, 1.289], [-3.117, 0.013, 0.362], [-2.471, 1.529, -0.472], [-1.889, -0.168, -0.994], [-0.614, -0.992, -1.427], [0.977, -0.609, -2.018], [0.691, -2.314, -1.286], [-0.561, 1.525, 0.775], [-1.354, 0.200, 1.788], [0.734, -1.263, 0.864], [1.962, 0.784, -0.721], [2.683, 1.258, 2.157]], "nbo_charge": [-0.6484, -0.6588, -0.4267, 0.0368, -0.7588, 0.1487, 0.2057, 0.2122, 0.1901, 0.2203, 0.2009, 0.2283, 0.1845, 0.1866, 0.1977, 0.3711, 0.1098], "homo_lumo_gap_ev": 8.380}

---

3 | {"formula": "C4H11NS", "method": "wB97M-V/def2-TZVPD", "symbols": ["C", "N", "C", "C", "C", "S", "H", "H", "H", "H", "H", "H", "H", "H", "H", "H", "H"], "positions_angstrom": [[-1.931, -0.285, 1.172], [-0.609, -0.789, 0.853], [0.079, -0.043, -0.233], [-0.037, 1.463, -0.206], [1.506, -0.557, -0.357], [2.220, -0.114, -1.969], [-1.898, 0.743, 1.514], [-2.323, -0.870, 2.004], [-2.666, -0.396, 0.359], [-0.710, -1.735, 0.490], [-0.459, -0.347, -1.153], [-1.092, 1.680, -0.365], [0.446, 1.843, -1.111], [0.460, 2.022, 0.584], [1.556, -1.623, -0.129], [2.124, -0.121, 0.436], [3.333, -0.871, -1.888]], "nbo_charge": [-0.4199, -0.6144, -0.0588, -0.6342, -0.5118, -0.0568, 0.2001, 0.2028, 0.1619, 0.3499, 0.1598, 0.2172, 0.2252, 0.2173, 0.2190, 0.2119, 0.1310], "homo_lumo_gap_ev": 9.861}

---

4 | {"formula": "C4H11NS", "method": "wB97M-V/def2-TZVPD", "symbols": ["C", "C", "N", "H", "H", "H", "H", "H", "C", "C", "S", "H", "H", "H", "H", "H", "H"], "positions_angstrom": [[0.138, 3.785, -3.963], [-0.387, 2.561, -4.010], [-1.105, 1.921, -3.027], [0.645, 4.137, -4.847], [0.115, 4.401, -3.079], [-0.254, 1.978, -4.909], [-0.929, 2.083, -2.046], [-1.505, 1.029, -3.245], [-0.594, -1.159, 3.730], [0.512, -2.120, 3.329], [0.757, -2.124, 1.501], [-0.455, -0.225, 3.197], [-1.581, -1.541, 3.481], [-0.575, -0.929, 4.802], [1.468, -1.782, 3.710], [0.357, -3.145, 3.654], [0.202, -3.319, 1.280]], "nbo_charge": [-0.5305, 0.0142, -0.8292, 0.2034, 0.1915, 0.1826, 0.3863, 0.3817, -0.6183, -0.4949, -0.0698, 0.2114, 0.2102, 0.2097, 0.2117, 0.2182, 0.1218], "homo_lumo_gap_ev": 8.871}

---

Relative energies, eV: 1 0.944; 2 2.978; 3 0.000; 4 0.364.

---

1 | {"formula": "C4H11NS", "method": "wB97M-V/def2-TZVPD", "symbols": ["C", "C", "N", "H", "H", "H", "H", "H", "C", "S", "C", "H", "H", "H", "H", "H", "H"], "positions_angstrom": [[0.691, 0.048, -2.583], [0.337, -1.138, -2.055], [-0.348, -1.278, -0.868], [0.307, 0.936, -2.091], [1.445, 0.248, -3.326], [0.290, -2.063, -2.623], [-1.060, -1.979, -0.842], [-0.462, -0.549, -0.189], [-0.134, -0.376, 2.734], [-0.286, 1.375, 2.333], [-0.053, 1.738, 0.564], [-1.089, -0.720, 3.117], [0.067, -0.988, 1.848], [0.706, -0.533, 3.403], [0.807, 1.228, 0.141], [-0.308, 2.777, 0.391], [-0.909, 1.273, 0.044]], "nbo_charge": [-0.5350, 0.0204, -0.8249, 0.1818, 0.2102, 0.1872, 0.3782, 0.3828, -0.7548, 0.1512, -0.7563, 0.2257, 0.2237, 0.2296, 0.2293, 0.2538, 0.1973], "homo_lumo_gap_ev": 9.215}

---

2 | {"formula": "C4H11NS", "method": "wB97M-V/def2-TZVPD", "symbols": ["C", "C", "S", "C", "N", "C", "H", "H", "H", "H", "H", "H", "H", "H", "H", "H", "H"], "positions_angstrom": [[2.231, 1.573, 0.237], [0.927, 0.814, 0.499], [0.888, -0.858, 0.043], [-0.608, -0.766, -1.005], [-1.803, 0.027, -0.589], [-2.381, -0.145, 0.722], [2.111, 2.646, 0.316], [2.697, 1.412, -0.815], [2.965, 1.233, 0.989], [0.192, 1.283, -0.199], [0.738, 0.944, 1.586], [-0.960, -1.837, -1.165], [-0.349, -0.322, -1.991], [-2.478, -0.111, -1.312], [-1.553, 0.017, 1.443], [-2.720, -1.148, 1.034], [-3.243, 0.564, 0.822]], "nbo_charge": [-0.6048, -0.5980, 0.2242, -0.3607, -0.6456, -0.4224, 0.2117, 0.2076, 0.2015, 0.2464, 0.2162, 0.1924, 0.2029, 0.3603, 0.1989, 0.1645, 0.2048], "homo_lumo_gap_ev": 9.545}

---

Relative energies, eV: 1 0.605; 2 0.000.

---

1 | {"formula": "C4H11NS", "method": "wB97M-V/def2-TZVPD", "symbols": ["N", "C", "C", "C", "C", "S", "H", "H", "H", "H", "H", "H", "H", "H", "H", "H", "H"], "positions_angstrom": [[-1.496, 0.496, 2.203], [-0.116, 0.582, 1.588], [-0.046, 1.018, 0.100], [-0.265, 0.200, -1.131], [0.855, -1.010, -1.069], [1.270, -1.174, -2.782], [-1.403, -0.076, 3.008], [-2.245, 0.254, 1.439], [0.369, -0.438, 1.510], [0.553, 1.286, 2.074], [0.942, 1.678, 0.076], [-0.743, 1.867, -0.025], [-1.226, -0.497, -0.955], [-0.376, 0.810, -2.095], [1.790, -0.663, -0.553], [0.405, -1.885, -0.719], [1.731, -2.448, -2.670]], "nbo_charge": [-0.8650, -0.2171, -0.4339, -0.4080, -0.5397, -0.0272, 0.3674, 0.3734, 0.1603, 0.1968, 0.2033, 0.2084, 0.2026, 0.2402, 0.2119, 0.2136, 0.1130], "homo_lumo_gap_ev": 9.825}

---

2 | {"formula": "C4H11NS", "method": "wB97M-V/def2-TZVPD", "symbols": ["C", "C", "N", "C", "C", "S", "H", "H", "H", "H", "H", "H", "H", "H", "H", "H", "H"], "positions_angstrom": [[-2.656, 0.591, 0.147], [-1.470, -0.121, -0.452], [-0.318, -0.146, 0.485], [0.970, -0.027, -0.207], [2.115, -0.491, 0.658], [3.734, -0.092, -0.072], [-3.572, 0.412, -0.413], [-2.492, 1.668, 0.088], [-2.816, 0.311, 1.187], [-1.689, -1.185, -0.597], [-1.207, 0.353, -1.403], [-0.411, 0.661, 1.086], [0.958, -0.677, -1.086], [1.103, 0.998, -0.576], [2.093, -1.570, 0.791], [2.095, -0.020, 1.640], [3.562, -0.665, -1.278]], "nbo_charge": [-0.6210, -0.2176, -0.6212, -0.2332, -0.5060, -0.0532, 0.2183, 0.2007, 0.2119, 0.1877, 0.1697, 0.3430, 0.1873, 0.1771, 0.2195, 0.2214, 0.1157], "homo_lumo_gap_ev": 10.057}

---

Relative energies, eV: 1 1.540; 2 0.000.

---

1 | {"formula": "C2H6N3O2", "method": "wB97M-V/def2-TZVPD", "symbols": ["C", "C", "N", "N", "N", "O", "O", "H", "H", "H", "H", "H", "H"], "positions_angstrom": [[2.014, 0.161, -0.085], [1.011, -1.005, 0.269], [-0.796, 0.620, 1.138], [-0.747, 0.342, -1.164], [-0.731, -0.301, 0.098], [3.142, -0.197, 0.295], [1.584, 1.289, -0.414], [1.312, -1.296, 1.304], [1.157, -1.691, -0.565], [-1.770, 0.937, 1.259], [-0.115, 1.380, 0.699], [0.112, 1.026, -1.109], [-0.615, -0.462, -1.755]], "nbo_charge": [0.7512, -0.3967, -0.7163, -0.7510, -0.1587, -0.7460, -0.7871, 0.2172, 0.1808, 0.3330, 0.3567, 0.3857, 0.3312], "charge": -1, "homo_lumo_gap_ev": 7.928}

---

2 | {"formula": "C2H6N3O2", "method": "wB97M-V/def2-TZVPD", "symbols": ["C", "C", "N", "O", "N", "N", "O", "H", "H", "H", "H", "H", "H"], "positions_angstrom": [[0.078, -0.890, -1.269], [-0.516, -0.828, 0.101], [-0.918, 0.394, 0.520], [-1.748, 1.080, -0.256], [0.249, 1.235, 0.877], [1.340, 0.849, 1.482], [2.091, 1.806, 1.937], [1.156, -0.787, -1.421], [-0.210, -1.928, -1.773], [-0.496, -0.229, -1.811], [-1.335, -1.662, 0.012], [0.268, -1.186, 0.882], [0.041, 2.145, 0.720]], "nbo_charge": [-0.6368, -0.2377, -0.0164, -0.7824, -0.2251, 0.1390, -0.5740, 0.1946, 0.1613, 0.2308, 0.1828, 0.1959, 0.3680], "charge": -1, "homo_lumo_gap_ev": [6.569, 6.566]}

---

Relative energies, eV: 1 0.000; 2 3.221.

---

1 | {"formula": "C3H16N2O3", "method": "wB97M-V/def2-TZVPD", "symbols": ["C", "N", "C", "C", "N", "H", "H", "H", "H", "H", "H", "H", "H", "H", "H", "O", "H", "H", "O", "H", "H", "O", "H", "H"], "positions_angstrom": [[-2.582, -0.121, 2.144], [-1.779, 0.400, 0.959], [-0.680, 1.275, 1.390], [0.502, 1.140, 0.470], [1.793, 0.955, 1.099], [-1.904, -0.208, 2.881], [-3.497, 0.375, 2.233], [-2.750, -1.287, 2.165], [-1.535, -0.402, 0.424], [-0.388, 0.890, 2.332], [-1.172, 2.421, 1.275], [0.867, 1.807, -0.322], [0.378, 0.125, -0.203], [2.451, 1.335, 0.616], [1.846, 0.090, 1.524], [3.387, -0.152, -1.656], [3.185, 0.252, -0.771], [2.789, -0.816, -1.879], [-0.219, -0.238, -2.831], [-1.106, -0.627, -2.918], [-0.017, -0.308, -3.743], [0.276, -2.439, -1.418], [0.074, -2.989, -2.150], [0.083, -1.480, -1.621]], "nbo_charge": [-0.4233, -0.6487, -0.2364, -0.2189, -0.8346, 0.1810, 0.2002, 0.1871, 0.3595, 0.1867, 0.1999, 0.2123, 0.1321, 0.3452, 0.3634, -0.9534, 0.4705, 0.4767, -0.9202, 0.4711, 0.4762, -0.9845, 0.4647, 0.4935], "homo_lumo_gap_ev": 8.889}

---

2 | {"formula": "C3H16N2O3", "method": "wB97M-V/def2-TZVPD", "symbols": ["C", "C", "N", "C", "N", "H", "H", "H", "H", "H", "H", "H", "H", "H", "H", "O", "H", "H", "O", "H", "H", "O", "H", "H"], "positions_angstrom": [[-1.210, 1.025, 0.995], [0.242, 1.011, 1.570], [1.227, 0.794, 0.515], [2.415, -0.110, 0.807], [2.596, -0.952, -0.337], [-1.572, 2.071, 0.936], [-1.944, 0.478, 1.660], [-1.300, 0.516, 0.053], [0.358, 1.910, 2.197], [0.220, 0.190, 2.307], [1.584, 1.723, 0.326], [2.275, -0.722, 1.705], [3.236, 0.576, 1.066], [1.788, -1.511, -0.529], [3.036, -0.509, -1.120], [-3.070, 0.038, -1.031], [-3.059, -0.822, -0.579], [-2.905, -0.160, -1.961], [-0.168, -0.231, -2.390], [0.610, 0.299, -2.566], [-0.466, 0.128, -1.544], [-1.674, -2.046, -0.677], [-1.090, -1.821, 0.056], [-1.128, -1.876, -1.458]], "nbo_charge": [-0.6182, -0.2430, -0.6764, -0.0575, -0.8471, 0.2098, 0.2033, 0.2128, 0.1764, 0.1806, 0.3553, 0.1805, 0.1792, 0.3708, 0.3653, -0.9665, 0.4948, 0.4694, -0.9678, 0.4791, 0.4876, -0.9563, 0.4718, 0.4961], "homo_lumo_gap_ev": 9.763}

---

Relative energies, eV: 1 2.567; 2 0.000.

---

1 | {"formula": "CH3N3O2S", "method": "wB97M-V/def2-TZVPD", "symbols": ["H", "N", "N", "O", "C", "S", "N", "O", "H", "H"], "positions_angstrom": [[2.211, 1.494, 1.010], [1.606, 0.761, 0.753], [1.121, 0.607, -0.334], [1.255, 1.269, -1.313], [0.214, -0.548, -0.377], [-1.537, -0.051, -0.699], [-2.046, -0.622, 0.762], [-3.223, -0.672, 1.009], [0.289, -1.135, -1.410], [0.111, -1.102, 0.599]], "nbo_charge": [0.3651, -0.4630, 0.3417, -0.4498, -0.4249, 0.4670, -0.0856, -0.2969, 0.2586, 0.2878], "homo_lumo_gap_ev": 9.129}

---

2 | {"formula": "CH3N3O2S", "method": "wB97M-V/def2-TZVPD", "symbols": ["C", "N", "N", "N", "O", "O", "S", "H", "H", "H"], "positions_angstrom": [[-0.797, 0.383, 0.208], [-1.929, 0.840, 0.517], [0.348, 0.206, 1.065], [-0.265, -0.389, -0.884], [2.176, 0.231, -0.692], [1.513, -2.007, 0.134], [1.206, -0.638, -0.141], [-2.570, 0.850, -0.321], [0.511, 0.590, 2.061], [-0.192, -0.067, -1.945]], "nbo_charge": [0.5663, -0.6736, -0.8954, -0.8881, -0.9078, -0.8640, 2.4016, 0.3616, 0.4592, 0.4401], "homo_lumo_gap_ev": 10.814}

---

3 | {"formula": "CH3N3O2S", "method": "wB97M-V/def2-TZVPD", "symbols": ["C", "N", "N", "N", "O", "O", "S", "H", "H", "H"], "positions_angstrom": [[0.660, 0.384, -0.148], [1.277, -2.000, 0.154], [-0.528, 0.881, 0.129], [-1.710, 0.128, -0.092], [-1.579, -0.982, -0.494], [-2.711, 0.730, 0.172], [2.070, 1.233, 0.107], [0.375, -2.402, -0.097], [-0.722, 1.816, 0.496], [2.867, 0.213, -0.228]], "nbo_charge": [-0.0452, -0.3699, -0.5005, 0.6532, -0.3241, -0.3664, 0.1419, 0.2471, 0.3966, 0.1671], "homo_lumo_gap_ev": [8.288, 8.238]}

---

Relative energies, eV: 1 4.219; 2 0.000; 3 7.652.

---

1 | {"formula": "C4H13N3", "method": "wB97M-V/def2-TZVPD", "symbols": ["C", "C", "C", "C", "N", "N", "N", "H", "H", "H", "H", "H", "H", "H", "H", "H", "H", "H", "H", "H"], "positions_angstrom": [[0.453, -0.219, 0.672], [-1.028, -0.016, 0.391], [-0.743, -0.361, -0.995], [0.687, -0.652, -1.159], [1.534, 0.360, -1.859], [-1.543, -0.975, -1.793], [-0.212, 1.068, 2.940], [1.121, 0.577, 0.384], [0.929, -1.044, 1.189], [-1.856, -0.693, 0.623], [-1.449, 0.951, 0.680], [1.241, -1.549, -0.922], [2.428, 0.580, -1.412], [1.026, 1.252, -1.778], [1.658, 0.266, -2.872], [-1.368, -1.397, -2.699], [-2.521, -0.923, -1.497], [0.752, 0.826, 3.192], [-0.431, 1.741, 3.675], [-0.679, 0.209, 3.242]], "nbo_charge": [-0.1868, -0.5361, 0.4388, -0.2424, -0.6793, -0.5516, -1.0914, 0.2161, 0.2669, 0.2977, 0.3419, 0.3044, 0.4681, 0.4436, 0.4727, 0.4650, 0.4405, 0.3671, 0.4032, 0.3616], "charge": 2, "homo_lumo_gap_ev": 7.663}

---

2 | {"formula": "C4H13N3", "method": "wB97M-V/def2-TZVPD", "symbols": ["N", "C", "C", "N", "C", "C", "N", "H", "H", "H", "H", "H", "H", "H", "H", "H", "H", "H", "H", "H"], "positions_angstrom": [[-1.501, -2.128, 1.798], [-0.476, -1.437, 1.041], [-0.430, -0.118, 0.668], [-1.096, 0.727, 1.648], [-0.230, 0.383, -0.784], [1.358, 0.698, -0.824], [1.796, 0.947, -2.238], [-1.198, -2.976, 2.180], [-2.363, -2.239, 1.290], [0.459, -2.059, 0.753], [-1.412, 0.190, 2.421], [-0.528, 1.529, 1.943], [-2.030, 1.051, 1.313], [-0.624, -0.417, -1.451], [-0.682, 1.335, -1.110], [1.956, -0.295, -0.496], [1.350, 1.659, -0.374], [1.178, 0.454, -2.846], [2.755, 0.720, -2.434], [1.719, 1.977, -2.497]], "nbo_charge": [-0.8158, 0.1152, -0.0413, -0.6809, -0.4613, -0.2278, -0.6791, 0.4153, 0.4200, 0.2148, 0.4654, 0.4527, 0.4396, 0.2624, 0.2519, 0.2685, 0.2365, 0.4441, 0.4616, 0.4583], "charge": 2, "homo_lumo_gap_ev": 9.348}

---

Relative energies, eV: 1 1.957; 2 0.000.

---

1 | {"formula": "C4H13N3", "method": "wB97M-V/def2-TZVPD", "symbols": ["C", "C", "C", "C", "N", "N", "N", "H", "H", "H", "H", "H", "H", "H", "H", "H", "H", "H", "H", "H"], "positions_angstrom": [[-2.549, 0.690, -0.253], [-2.978, 0.469, 1.016], [2.165, -0.177, -1.368], [1.091, 0.513, -0.543], [-2.240, 0.580, -1.340], [0.381, -0.319, 0.428], [1.328, -0.846, 1.467], [-3.609, -0.515, 1.027], [-2.175, 0.370, 1.772], [-3.777, 1.169, 1.334], [2.294, 0.506, -2.359], [3.120, -0.133, -0.963], [2.079, -1.209, -1.800], [0.315, 0.893, -1.157], [1.512, 1.449, -0.126], [-1.976, 0.879, -2.217], [0.106, -1.237, -0.089], [0.930, -1.638, 1.965], [1.786, -0.181, 2.132], [2.195, -1.263, 1.076]], "nbo_charge": [0.7226, -0.8331, -0.7052, -0.2708, -0.4123, -0.4193, -0.5550, 0.3574, 0.3250, 0.3527, 0.2788, 0.2326, 0.2504, 0.2119, 0.2467, 0.4843, 0.3861, 0.4520, 0.4621, 0.4332], "charge": 2, "homo_lumo_gap_ev": 11.132}

---

2 | {"formula": "C4H13N3", "method": "wB97M-V/def2-TZVPD", "symbols": ["C", "C", "C", "C", "N", "N", "N", "H", "H", "H", "H", "H", "H", "H", "H", "H", "H", "H", "H", "H"], "positions_angstrom": [[0.116, 0.433, 1.299], [0.586, 0.852, -0.039], [0.980, -0.552, -0.609], [0.353, -1.182, -1.652], [-1.141, -1.436, -1.694], [2.143, -1.097, -0.179], [-1.360, 1.875, 1.818], [-0.773, -0.175, 1.301], [0.559, 0.775, 2.219], [1.455, 1.509, -0.104], [-0.243, 1.216, -0.642], [0.842, -1.874, -2.293], [-1.387, -2.271, -2.230], [-1.409, -1.624, -0.732], [-1.671, -0.686, -2.146], [2.432, -2.057, -0.284], [2.895, -0.451, 0.025], [-2.350, 2.064, 1.666], [-0.855, 2.689, 1.461], [-1.173, 1.994, 2.815]], "nbo_charge": [0.0919, -0.5525, 0.2254, -0.1959, -0.6906, -0.7357, -0.8977, 0.2271, 0.2517, 0.2862, 0.2721, 0.2457, 0.4692, 0.4404, 0.4506, 0.4415, 0.4104, 0.4381, 0.4051, 0.4170], "charge": 2, "homo_lumo_gap_ev": 7.770}

---

Relative energies, eV: 1 0.345; 2 0.000.